No. 1
A cluster of 18 separate species, C74H177N7O18 in total, computed with ωB97M-V/def2-TZVPD.

## Properties
- Multiplicity: 1
- Orbital gap: 9.049 eV
- LUMO energy: 0.565 eV
- Molar mass: 1453.261 g/mol
- HOMO energy: -8.48 eV

Cartesian coordinates (Å):
C 1.3694 -5.4474 0.6390
O 0.2909 -5.5061 1.4910
H 2.2864 -5.1262 1.1760
H 1.5655 -6.4643 0.3343
H 1.1700 -4.7933 -0.2108
H 0.7087 -5.8109 2.3457
C -1.9283 5.0784 1.5056
O -2.9404 4.0856 1.3132
H -1.6622 5.3834 0.4595
H -2.3152 5.9543 2.0583
H -0.9879 4.8186 2.0078
H -3.3095 3.8610 2.1565
C 1.9164 -0.8695 6.4568
O 0.7463 -0.9293 5.6837
H 1.8299 -0.2300 7.3143
H 2.2120 -1.8619 6.8010
H 2.6962 -0.5541 5.7729
H 0.2765 -0.1405 5.8636
C -2.7447 -1.8254 4.7999
O -3.3571 -2.6880 3.8765
H -3.1242 -0.7902 4.8078
H -2.9326 -2.2253 5.7784
H -1.6560 -1.7311 4.6732
H -3.7554 -2.1545 3.1350
C 3.7995 5.4495 2.5037
O 2.5251 5.9770 2.2462
H 4.5746 6.2217 2.4966
H 3.7270 5.2375 3.5320
H 4.1046 4.5567 1.9318
H 2.4695 6.4246 1.3699
C -1.5923 2.3092 6.0678
O -0.3086 1.7260 5.9345
H -2.4070 1.5442 6.2728
H -1.5640 3.0347 6.9210
H -1.9029 2.8689 5.1687
H 0.2961 2.4304 5.9706
C 4.2817 2.2907 -0.4493
O 4.3918 1.1820 0.5202
H 3.6673 1.8574 -1.2318
H 3.6796 3.1411 -0.1341
H 5.3030 2.5857 -0.8177
H 3.5479 1.0253 0.9650
C 5.0429 2.2187 4.9432
O 4.5258 3.3424 5.7468
H 5.5204 1.5547 5.6917
H 4.1583 1.7870 4.4686
H 5.8170 2.6429 4.2708
H 5.2688 3.8503 6.1545
C -2.7210 -4.5158 0.4825
O -2.9144 -3.2546 -0.1360
H -2.3393 -4.2571 1.4674
H -3.6833 -5.0858 0.5206
H -1.8967 -5.1419 0.0343
H -2.8706 -3.4403 -1.0945
C 5.3742 -1.8980 3.7452
O 5.1871 -0.5013 3.5582
H 6.4636 -2.0109 3.7889
H 4.8684 -2.2012 4.6759
H 5.0085 -2.5145 2.9533
H 4.2896 -0.1927 3.4264
C 1.5741 5.1143 5.2272
O 1.1241 4.3081 6.2869
H 0.7809 5.5663 4.6786
H 2.3026 5.8998 5.4984
H 2.1455 4.5336 4.5241
H 1.9028 3.8364 6.5381
C -0.4180 -3.7845 -2.3489
C -1.5572 -4.0616 -3.3551
C -1.9660 -5.5086 -3.2793
C -3.3360 -5.8160 -3.9587
C -4.3665 -4.8350 -3.4077
C -3.9934 -3.3642 -3.6110
N -2.6842 -3.2011 -2.9189
O -2.2740 -1.8348 -2.9659
C -4.0648 -2.9917 -5.1252
C -5.0494 -2.5171 -2.8894
C -0.9517 -3.6483 -4.7890
H 0.3858 -4.5540 -2.4754
H -0.8033 -3.7210 -1.3727
H -0.0938 -2.7919 -2.6108
H -1.1890 -6.1855 -3.5555
H -2.0747 -5.7534 -2.2462
H -3.5384 -6.8555 -3.7960
H -3.2059 -5.5979 -5.0062
H -4.4007 -5.0421 -2.3456
H -5.3879 -4.9518 -3.7939
H -3.4877 -3.6641 -5.7393
H -5.1417 -3.1666 -5.3728
H -3.8611 -1.9288 -5.3844
H -4.8992 -2.4298 -1.7956
H -5.1294 -1.4480 -3.1914
H -6.0103 -2.9615 -2.9661
H -1.5540 -3.9607 -5.6397
H 0.0753 -4.0010 -4.9405
H -0.9321 -2.5755 -4.8465
H -2.1248 -1.6017 -1.9980
C -0.2919 6.9785 -1.7131
C 1.0922 6.4007 -2.0446
C 1.2989 6.5833 -3.5881
C 2.6738 6.3196 -4.0116
C 3.7109 7.1973 -3.2866
C 3.5408 7.1351 -1.7346
N 2.0448 7.3219 -1.4618
O 1.9089 7.2433 -0.0132
C 4.2111 5.9019 -1.0838
C 4.1767 8.4566 -1.2280
C 1.2265 4.9386 -1.5598
H -0.6276 6.6293 -0.7368
H -1.0085 6.6190 -2.4538
H -0.4005 8.0343 -1.8456
H 0.6402 5.8721 -4.0697
H 0.9067 7.5888 -3.7952
H 2.7627 6.3940 -5.0972
H 3.0004 5.2358 -3.8216
H 3.5601 8.2311 -3.5720
H 4.7635 6.9353 -3.6076
H 4.0752 4.9276 -1.5314
H 5.3374 5.9726 -1.1641
H 3.9709 5.7483 -0.0359
H 3.7787 9.3034 -1.7201
H 3.9751 8.6162 -0.1361
H 5.2798 8.3458 -1.3963
H 2.0157 4.4371 -2.0830
H 0.3558 4.3417 -1.7367
H 1.4381 4.8581 -0.4638
H 1.8600 8.1670 0.3496
C -3.2147 0.6724 0.0015
C -4.4457 0.8023 0.8434
C -5.3845 1.9016 0.3465
C -6.7787 1.7974 0.9416
C -7.3729 0.4506 0.5664
C -6.5793 -0.7521 1.1441
N -5.1580 -0.5752 0.6685
O -4.4455 -1.4706 1.4059
C -6.8482 -0.8282 2.7005
C -7.1591 -2.0755 0.5227
C -4.0462 1.0172 2.2995
H -3.5395 0.5468 -1.0330
H -2.6941 -0.1660 0.3690
H -2.6127 1.5711 0.0869
H -4.8449 2.8494 0.4779
H -5.5202 1.7291 -0.7072
H -7.4966 2.5762 0.5346
H -6.7939 1.8885 2.0168
H -7.5328 0.3345 -0.5152
H -8.4244 0.3864 0.9391
H -6.4947 0.0403 3.2518
H -7.9167 -0.9172 2.8188
H -6.4132 -1.6521 3.2057
H -8.3044 -2.1238 0.6458
H -7.0243 -2.1752 -0.5649
H -6.6720 -2.8386 1.0524
H -3.4893 0.1625 2.6433
H -4.8019 1.1936 3.0729
H -3.3803 1.9273 2.4054
H -4.1086 -2.0987 0.7636
C 0.4214 -1.9639 1.3215
C 1.7327 -1.0544 0.8858
C 1.5908 -0.5553 -0.5089
C 0.4407 0.4764 -0.6755
C 0.6311 1.6069 0.1732
C 0.8660 1.2675 1.6837
N 1.8725 0.1877 1.6935
O 2.1958 -0.1203 3.0261
C 1.4305 2.4470 2.4482
C -0.4878 0.8590 2.3156
C 2.9574 -1.9222 1.1561
H 0.4566 -2.0402 2.4543
H 0.6083 -2.9469 0.9644
H -0.5506 -1.6591 1.0118
H 2.5863 -0.0393 -0.8596
H 1.4368 -1.3805 -1.1631
H -0.4892 -0.1068 -0.4528
H 0.3976 0.7480 -1.7321
H -0.2044 2.2732 0.2692
H 1.5798 2.1855 -0.0837
H 0.7865 3.2734 2.4040
H 1.5985 2.1561 3.4889
H 2.3636 2.7071 1.9822
H -1.1250 0.5511 1.5108
H -0.3942 0.0627 3.1387
H -0.9076 1.7587 2.7565
H 2.8540 -2.5181 2.1165
H 3.9090 -1.3790 1.1499
H 3.1174 -2.7070 0.3730
H 1.4185 -0.5726 3.3614
C 6.6733 0.8725 -3.0859
C 6.0564 -0.2920 -3.8826
C 6.3287 -1.4846 -2.9551
C 5.5814 -2.7389 -3.4413
C 4.1043 -2.5318 -3.4738
C 3.7354 -1.2704 -4.2861
N 4.6025 -0.1213 -3.8978
O 4.2169 0.8559 -4.8380
C 3.6708 -1.6186 -5.8160
C 2.3397 -0.7359 -3.9017
C 6.6840 -0.4089 -5.2414
H 6.2570 0.8999 -2.0887
H 6.5647 1.8523 -3.4799
H 7.7552 0.6291 -2.9435
H 7.3587 -1.6791 -2.8121
H 5.8955 -1.1382 -1.9914
H 5.7415 -3.6007 -2.7507
H 5.9179 -3.1300 -4.4235
H 3.6858 -2.3770 -2.4802
H 3.5987 -3.3532 -3.9610
H 4.1832 -2.5380 -5.9347
H 2.5698 -1.9259 -6.0386
H 3.9523 -0.8058 -6.5006
H 2.3125 -0.3450 -2.9005
H 2.1384 0.0914 -4.5389
H 1.6330 -1.5732 -3.8824
H 6.3999 -1.2964 -5.8142
H 7.7502 -0.4339 -5.1009
H 6.5312 0.4784 -5.8488
H 4.7799 0.8094 -5.6162
C -4.1168 4.8174 -3.6914
C -3.2516 3.5523 -3.6285
C -4.1579 2.3492 -3.7172
C -3.3460 1.0572 -4.0132
C -2.6276 1.0990 -5.3338
C -1.7534 2.3548 -5.4224
N -2.5606 3.5375 -4.8749
O -1.5756 4.6041 -4.8783
C -0.4747 2.1092 -4.5881
C -1.4325 2.7296 -6.8558
C -2.3485 3.5432 -2.3344
H -4.8618 4.8206 -2.9295
H -4.5490 4.9365 -4.6673
H -3.5071 5.7296 -3.4649
H -4.5491 2.1228 -2.7012
H -4.9860 2.3963 -4.3563
H -4.0182 0.2068 -4.0634
H -2.7536 0.8820 -3.0882
H -3.4365 1.0908 -6.0862
H -2.0294 0.1789 -5.4555
H -0.5279 1.3654 -3.7487
H 0.2713 1.6015 -5.2218
H -0.1594 3.1161 -4.2375
H -2.2480 3.4253 -7.1845
H -0.4685 3.2875 -7.0484
H -1.3181 1.8607 -7.5057
H -2.9617 3.7487 -1.4908
H -1.5502 4.2924 -2.3225
H -2.0020 2.5443 -2.1508
H -2.0505 5.3551 -5.2396
C -0.8112 -8.5280 5.5006
C -0.6236 -7.7083 4.1739
C -1.8490 -6.8595 3.8949
C -1.9079 -5.6175 4.7810
C -0.6950 -4.7328 4.5646
C 0.5842 -5.5112 4.8455
N 0.5740 -6.7885 4.1060
O 1.6691 -7.5723 4.5407
C 1.8682 -4.7016 4.3353
C 0.7732 -5.7220 6.3187
C -0.4613 -8.6904 3.0124
H -0.9068 -7.8985 6.3595
H 0.0141 -9.2518 5.6485
H -1.7467 -9.0996 5.4538
H -1.7967 -6.5035 2.8803
H -2.7393 -7.4990 4.0239
H -1.9886 -5.9833 5.7943
H -2.7580 -5.0014 4.5282
H -0.7618 -3.7581 5.1283
H -0.6695 -4.3619 3.5474
H 1.9963 -4.6165 3.2421
H 1.7493 -3.6917 4.7601
H 2.6921 -5.2930 4.7382
H 1.7555 -6.1282 6.5527
H 0.8126 -4.7155 6.8461
H 0.0672 -6.2386 6.8816
H -1.3934 -9.1895 2.8991
H 0.3052 -9.3859 3.2692
H -0.2597 -8.1262 2.1100
H 2.1254 -7.9163 3.7863

Atom charges from the Mulliken analysis, given in e for atoms 1 to 4: atom 1 (C): -0.461, atom 2 (O): 0.031, atom 3 (H): 0.303, atom 4 (H): 0.290

=====

No. 2
The molecule C2H8N3P, computed with ωB97M-V/def2-TZVPD.

## Properties
- Multiplicity: 1
- Relative energy (zero: lowest compared OMol25 entry of this formula, charge and spin): 79.6 kcal per mole
- Orbital gap (spin up / spin down): 7.314 / 7.312 eV
- Structure (SMILES): CCN/N=P/N
- LUMO energy (spin up / spin down): 0.383 / 0.610 eV
- Molar mass: 105.081 g/mol
- HOMO energy (spin up / spin down): -6.93 / -6.70 eV

Cartesian coordinates (Å):
C 0.1938 -1.0511 1.3302
C -1.2443 -0.7341 0.9431
N -1.1172 0.4589 0.0605
N -0.3834 0.4956 -0.9433
P 0.9496 1.9630 -1.0413
N 1.7791 1.2055 -2.3115
H 0.3718 -0.1716 1.9788
H 0.1499 -1.9613 1.9629
H 0.9374 -1.2828 0.6359
H -1.8826 -1.5552 0.4981
H -1.8144 -0.3560 1.8236
H -1.6651 1.1486 0.4881
H 1.3475 0.2365 -2.4077
H 2.3780 1.6039 -3.0175

Atom charges from the natural (NBO) analysis, given in e for atoms 1 to 4: atom 1 (C): -0.621, atom 2 (C): -0.224, atom 3 (N): -0.369, atom 4 (N): -0.508

=====

No. 3
A structure of composition C40H65Cl2F19NbO16, computed with ωB97M-V/def2-TZVPD.

## Properties
- Multiplicity: 1
- Orbital gap: 6.369 eV
- Net charge: -1
- LUMO energy: 1.802 eV
- Molar mass: 1326.718 g/mol
- HOMO energy: -4.57 eV

Cartesian coordinates (Å):
C -0.6334 -0.4466 2.9838
C -1.7403 -1.2657 2.1828
O -2.6018 -0.2912 1.6006
C -3.8945 -0.8336 1.2154
Nb -4.1124 -1.1541 -1.0707
C -3.0222 -3.1250 -0.8034
C -3.8596 -4.4512 -1.0222
C -4.3347 -4.7175 -2.4839
F -3.2668 -5.0324 -3.3504
C -4.1386 -1.2928 -3.3734
O -3.0360 -2.0956 -3.8685
C -2.2636 -1.4043 -4.8339
O -1.0224 -2.0701 -5.0748
C -0.1862 -1.7551 -3.9562
C 1.2403 -2.3839 -4.0501
O 1.9280 -1.9459 -2.8500
C -2.1024 -0.0567 -1.2760
C -2.2500 1.5024 -0.9970
C -2.9443 2.2609 -2.1879
Cl -0.5927 2.1848 -0.5623
C -6.1980 -2.0537 -0.8923
Cl -7.3090 -1.0102 -1.9739
C -6.7991 -1.8709 0.5796
C -8.3809 -2.0992 0.6081
H -0.8072 -0.4729 4.0872
H -0.6684 0.6092 2.5992
H 0.3905 -0.8246 2.7448
H -1.1827 -1.7466 1.3271
H -2.2608 -2.0214 2.8206
H -4.6693 -0.1422 1.6395
H -4.0753 -1.8488 1.6868
H -4.9109 0.4838 -1.2684
H -2.1835 -3.1455 -1.5612
H -2.5381 -3.1672 0.2063
H -3.1839 -5.3185 -0.7576
H -4.6935 -4.4976 -0.2666
H -4.9556 -5.6585 -2.4535
H -5.0027 -3.9283 -2.8993
H -5.0855 -1.7988 -3.7384
H -4.1552 -0.2631 -3.8444
H -2.8450 -1.4360 -5.8014
H -2.1253 -0.3268 -4.5497
H -0.1034 -0.6384 -3.8246
H -0.6370 -2.1419 -2.9990
H 1.2232 -3.5040 -4.0148
H 1.8307 -2.0501 -4.9210
H 2.7285 -2.4682 -2.7407
H -1.7992 -0.1259 -2.3579
H -1.2904 -0.5064 -0.6539
H -2.9048 1.6144 -0.1020
H -2.3671 3.1967 -2.4025
H -3.0148 1.6422 -3.1195
H -3.9792 2.5426 -1.8748
H -6.3255 -3.0935 -1.2792
H -6.6735 -0.7737 0.7930
H -6.2688 -2.4919 1.3367
H -8.6373 -3.0242 0.0434
H -8.9224 -1.1920 0.2386
H -8.6529 -2.1708 1.7001
C 2.6064 4.7557 -0.5827
C 2.4303 3.9281 0.6738
O 3.6200 3.1680 0.9592
C 4.6102 3.8360 1.5446
O 4.5789 4.9981 1.8325
C 5.7841 2.9019 1.8235
F 6.0859 2.1362 0.7693
F 5.5155 2.0733 2.8423
F 6.8948 3.5686 2.1482
H 2.9009 4.1207 -1.4202
H 1.6782 5.2686 -0.8362
H 3.3910 5.5045 -0.4576
H 1.6289 3.2068 0.5262
H 2.1559 4.5471 1.5301
C 5.2585 7.3836 4.1616
C 3.7692 7.5935 4.3398
O 3.5043 8.5691 5.3646
C 3.6351 9.8462 5.0004
O 3.9574 10.2181 3.9119
C 3.2857 10.7647 6.1677
F 3.8659 10.3774 7.3111
F 1.9637 10.7874 6.3913
F 3.6638 12.0252 5.9507
H 5.7249 7.1184 5.1129
H 5.4496 6.5899 3.4397
H 5.7474 8.2936 3.8099
H 3.3042 6.6645 4.6704
H 3.2876 7.8807 3.4037
C 6.3772 -4.1393 -9.3103
C 6.4358 -2.7946 -8.6138
O 5.2773 -2.5918 -7.7903
C 5.2950 -3.2032 -6.6031
O 6.1872 -3.8937 -6.2061
C 4.0271 -2.8681 -5.8222
F 2.9266 -2.9847 -6.5713
F 4.0548 -1.6103 -5.3650
F 3.8550 -3.6611 -4.7560
H 5.4479 -4.2376 -9.8746
H 7.2203 -4.2555 -9.9926
H 6.4019 -4.9588 -8.5907
H 6.4307 -1.9955 -9.3555
H 7.3483 -2.6842 -8.0249
C 6.0665 -6.0095 -3.8303
C 5.9060 -6.8580 -2.5849
O 7.0671 -7.6797 -2.3676
C 8.1161 -7.0700 -1.8106
O 8.1518 -5.9177 -1.4993
C 9.2538 -8.0653 -1.6026
F 9.4722 -8.8220 -2.6863
F 8.9885 -8.9043 -0.5903
F 10.4074 -7.4624 -1.3141
H 6.2950 -6.6370 -4.6942
H 5.1567 -5.4481 -4.0326
H 6.8894 -5.3020 -3.7247
H 5.0649 -7.5403 -2.7104
H 5.6990 -6.2473 -1.7042
C -3.8090 -0.4686 8.9376
C -2.4063 -0.9082 9.3064
O -1.9831 -2.0117 8.4917
C -1.5582 -1.6954 7.2630
O -1.5214 -0.5882 6.8198
C -1.1021 -2.9489 6.5226
F -1.9749 -3.9580 6.6420
F 0.0705 -3.3979 6.9965
F -0.9370 -2.7341 5.2208
H -4.5011 -1.3111 8.9932
H -4.1541 0.3185 9.6094
H -3.8488 -0.0899 7.9155
H -2.3906 -1.2621 10.3377
H -1.6936 -0.0844 9.2356
C -7.2797 4.5196 2.1259
C -6.7192 5.8183 1.5815
O -5.3004 5.8904 1.7853
C -4.5552 5.2033 0.9105
O -4.9909 4.5525 0.0110
C -3.0720 5.3946 1.2122
F -2.7934 5.2550 2.5158
F -2.6540 6.6231 0.8604
F -2.3113 4.5247 0.5603
H -7.0072 4.3958 3.1759
H -8.3668 4.5032 2.0374
H -6.8781 3.6595 1.5885
H -7.1519 6.6614 2.1214
H -6.9617 5.9508 0.5254

Atom charges from the Mulliken analysis, given in e for atoms 1 to 4: atom 1 (C): -0.919, atom 2 (C): 0.195, atom 3 (O): -0.350, atom 4 (C): -0.574

=====

No. 4
A structure of composition CH3N4, computed with ωB97M-V/def2-TZVPD.

## Properties
- Multiplicity: 1
- Relative energy (zero: lowest compared OMol25 entry of this formula, charge and spin): 203.3 kcal per mole
- Orbital gap (spin up / spin down): 8.382 / 7.514 eV
- Net charge: +1
- LUMO energy (spin up / spin down): -7.091 / -7.318 eV
- Molar mass: 71.063 g/mol
- HOMO energy (spin up / spin down): -15.47 / -14.83 eV

Cartesian coordinates (Å):
C 0.6278 0.1484 1.2023
N -0.6052 -0.1237 -0.8548
N -1.1046 -0.8820 -0.1741
N 0.0293 -0.8429 0.8021
N 0.1102 0.7373 -1.3233
H 0.6052 -1.7610 0.8269
H 0.2093 1.1158 1.3621
H 0.1281 1.6081 -1.8413

Atom charges from the natural (NBO) analysis, given in e for atoms 1 to 4: atom 1 (C): 0.220, atom 2 (N): 0.358, atom 3 (N): 0.044, atom 4 (N): -0.469

=====

No. 5
A cluster of 2 separate species, C7H14N2 in total, computed with ωB97M-V/def2-TZVPD.

## Properties
- <S²>: 0.750
- Multiplicity: 2
- Relative energy (zero: lowest compared OMol25 entry of this formula, charge and spin): 4.3 kcal per mole
- Orbital gap (spin up / spin down): 2.348 / 8.267 eV
- Net charge: -1
- LUMO energy (spin up / spin down): 3.504 / 3.380 eV
- Molar mass: 126.203 g/mol
- HOMO energy (spin up / spin down): 1.16 / -4.89 eV

Cartesian coordinates (Å):
C -1.0567 -1.6611 -2.2380
C -0.7323 -1.1807 1.2873
C -1.2087 -1.3840 -0.7818
C -2.3871 -1.2546 -0.1190
N -0.1652 -1.3749 0.1191
N -2.0643 -1.1171 1.2091
H -0.1695 -1.2312 2.2066
H -2.7848 -1.0268 1.9278
H -3.4158 -1.1272 -0.4159
H -1.7330 -1.0688 -2.8427
H -1.1829 -2.7349 -2.4239
H -0.0437 -1.4969 -2.6200
C 1.8634 1.8628 0.4804
C 1.2865 3.0968 -0.2020
C 3.3802 1.7689 0.3640
H 1.5353 1.8549 1.5203
H 1.4230 0.9755 0.0341
H 1.6765 3.2707 -1.1994
H 1.5034 3.9807 0.4039
H 3.7693 1.1959 -0.4691
H 3.8307 2.7700 0.3537
H 0.2253 3.0301 -0.4064
H 3.8217 1.3584 1.2803

Atom charges from the natural (NBO) analysis, given in e for atoms 1 to 4: atom 1 (C): -0.651, atom 2 (C): 0.023, atom 3 (C): 0.031, atom 4 (C): -0.422

=====

No. 6
A structure of composition C4H13O4, computed with ωB97M-V/def2-TZVPD.

## Properties
- Multiplicity: 1
- Relative energy (zero: lowest compared OMol25 entry of this formula, charge and spin): 21.8 kcal per mole
- Orbital gap: 8.677 eV
- Net charge: -1
- LUMO energy: 3.972 eV
- Molar mass: 125.144 g/mol
- HOMO energy: -4.71 eV

Cartesian coordinates (Å):
C -0.3817 -0.2306 -1.7867
O -0.3773 -1.1461 -0.7453
C 0.3230 1.1279 -1.4232
C 1.4217 0.8848 -0.4247
C 0.9500 0.7327 1.0481
O -0.3154 0.1625 1.1667
H 0.1264 -0.5671 -2.7393
H -1.3327 0.0567 -2.2215
H -0.4601 -0.5135 0.1705
H -0.5095 1.8099 -1.2020
H 0.7886 1.3982 -2.4235
H 1.9639 -0.0324 -0.7175
H 2.0751 1.7731 -0.4303
H 0.8706 1.7337 1.4469
H 1.7025 0.0860 1.5915
H 0.0378 -1.5647 2.1589
H 0.2703 -2.2563 0.9568
O 0.3517 -2.4337 1.9110
H -2.8310 -0.7662 0.6746
H -1.8377 -0.0818 1.5561
O -2.8361 -0.1731 1.4329

Atom charges from the natural (NBO) analysis, given in e for atoms 1 to 4: atom 1 (C): -0.030, atom 2 (O): -0.848, atom 3 (C): -0.434, atom 4 (C): -0.440